(1)
Here is a structure of composition C31H30Cl2MoO2P2S2 from the Open Molecules 2025 dataset. Energies are from ωB97M-V/def2-TZVPD.

## Properties
Net charge: +2
Orbital gap (alpha / beta) in eV: 7.20 / 6.70
HOMO (alpha / beta) in hartree: -0.5449 / -0.5450
DFT total energy in Eh: -3816.91118
Maximum force in eV/A: 0.549
LUMO (alpha / beta) in eV: -7.630 / -8.132

Structure (XYZ):
```
70
Properties=species:S:1:pos:R:3:mulliken_charge:R:1
H 0.4753 0.2443 3.5868 0.400
H -4.9862 0.0075 -1.3635 0.442
C 6.0629 -2.2718 1.2692 -0.747
S -0.4330 -2.0520 -0.6952 -0.556
C -2.8320 -0.8933 -2.8538 -1.390
C 5.4187 -2.3390 3.5948 -0.777
H -2.9791 -1.2458 -0.7242 0.461
C -0.9561 -5.0974 4.1353 -0.536
H 7.1842 -3.2605 2.8022 0.463
H 6.7605 -2.5303 0.4845 0.485
H 2.4908 -4.7355 1.9169 0.454
C 4.4139 -4.9616 -0.8493 -0.493
C 1.0912 -0.9710 1.2381 -0.103
C 0.1156 -3.5886 2.0861 0.362
P 0.8514 -2.6603 0.7745 1.858
H 4.3766 1.8521 2.6835 0.461
H -2.7989 -0.0490 -3.5449 0.387
C 2.8679 -4.5081 0.9294 -0.402
C 1.2133 1.7538 4.9157 -0.825
C 0.5043 -3.3402 3.4041 0.182
C 0.3474 4.1544 0.6249 0.272
C 3.9463 -5.2208 0.4325 -0.905
H 1.2254 -2.5622 3.6330 0.296
H 5.6188 -2.6510 4.6105 0.479
H 4.7498 -1.2134 -0.0475 0.370
H -1.4460 1.2099 -1.7626 0.488
C 6.2987 -2.6820 2.5741 -0.498
C -1.3489 -5.3374 2.8250 -0.802
C 2.7365 -3.2684 -1.1513 -0.461
H 2.2531 -2.5327 -1.7832 0.327
H -1.1318 -4.7714 0.7726 0.456
C -2.8718 -0.4001 -1.4069 1.019
C 0.2644 2.6778 0.3307 0.683
C -1.6172 0.3623 -1.0917 -0.552
H 0.3393 1.7253 5.5517 0.449
H 0.2630 -3.9181 5.4526 0.468
H 5.2437 -5.5329 -1.2444 0.457
O 0.0831 1.8005 1.2481 -0.538
H -4.0954 0.9458 -0.1704 0.422
Mo 0.1632 0.2097 -0.0867 -1.623
H 4.4076 -5.9898 1.0365 0.473
H 2.1784 3.2938 6.0471 0.441
H 3.6519 -1.2556 4.1204 0.417
O 0.3816 2.2346 -0.8422 -0.561
P 2.6280 -0.1743 1.6623 1.759
C -0.0323 -4.1014 4.4288 -0.770
Cl 0.4956 4.4613 2.3420 -0.095
H -4.0229 1.3922 -1.8824 0.374
S 2.6049 0.5700 -0.2509 -0.452
C 3.3789 2.6803 4.3809 -0.746
H -1.9742 -1.5334 -3.0619 0.333
H -1.6653 0.7536 0.0092 0.351
H -1.3777 -5.6881 4.9374 0.421
Cl -1.0618 4.9192 -0.1030 -0.106
H 4.1721 -3.8062 -2.6420 0.452
C 3.4814 1.8304 3.2948 -0.720
H -3.7327 -1.4665 -3.0709 0.420
C 4.9342 -1.5260 0.9719 -0.531
C 4.3056 -1.5675 3.3144 -0.682
C -4.0588 0.5524 -1.1873 -1.555
C 2.4325 0.9506 3.0116 0.693
C 4.0566 -1.1684 1.9953 1.148
C 2.2616 -3.5245 0.1383 0.797
H 4.1813 3.3692 4.6052 0.472
C 3.8124 -3.9884 -1.6385 -0.808
H 1.2377 4.5397 0.1290 0.302
H -2.0724 -6.1117 2.6110 0.441
C 1.2959 0.9141 3.8155 -0.156
C 2.2491 2.6351 5.1917 -0.544
C -0.8175 -4.5818 1.7920 -0.500
```

(2)
Here is a cluster of 2 separate species, C4H12O2 in total at a distorted geometry from the Open Molecules 2025 dataset. Energies are from ωB97M-V/def2-TZVPD.

## Properties
ΔE to the lowest compared entry with this formula, charge and spin in eV: 0.8045
Orbital gap in eV: 11.30
HOMO in hartree: -0.3762
Structure (SMILES): CCO.CCO
DFT total energy in Eh: -310.04336
Maximum force in eV/A: 1.380
LUMO in eV: 1.064

Structure (XYZ):
```
18
Properties=species:S:1:pos:R:3:mulliken_charge:R:1
H 0.6880 -5.8514 -2.2200 0.327
H 0.2065 3.2263 4.2426 0.342
C -0.0019 -5.1393 -2.6611 -0.269
H 1.0900 -3.2362 -2.8460 0.283
C 0.4924 4.2595 2.4060 -0.092
H -1.2154 4.0134 3.6706 0.337
C -0.1306 4.1311 3.7563 -1.192
H -0.6525 -5.6838 -3.3499 0.238
H -0.6170 5.8718 2.2360 0.295
H 0.4246 3.3727 1.8035 0.272
C 0.6528 -4.0048 -3.4792 -0.937
H 1.5440 4.5160 2.5542 0.208
O -0.8078 -4.6551 -1.5837 -0.524
H -0.1712 -3.5538 -4.0435 0.297
O -0.1293 5.2944 1.6222 -0.516
H 1.4120 -4.5035 -4.0849 0.291
H -1.4432 -4.0480 -1.9778 0.294
H 0.0462 5.0268 4.3409 0.345
```

(3)
Here is the molecule C5H9N2O3PS at a distorted geometry from the Open Molecules 2025 dataset. Energies are from ωB97M-V/def2-TZVPD.

## Properties
Orbital gap in eV: 8.47
HOMO in hartree: -0.2911
Structure (SMILES): [H]/N=c1\sccn1P(=O)(OC)OC
DFT total energy in Eh: -1270.66985
Maximum force in eV/A: 3.932
LUMO in eV: 0.543

Structure (XYZ):
```
21
Properties=species:S:1:pos:R:3:mulliken_charge:R:1
O -0.7990 -1.6683 -0.8089 -0.241
C -1.4488 0.0055 2.3733 -0.279
N 0.4600 2.7841 0.8181 -0.700
H 3.2338 -0.4528 -1.9978 0.220
C 2.4672 0.1427 -1.4501 -0.657
H -2.6232 -1.2503 -1.9101 0.263
O 1.2077 -0.5272 -1.6755 -0.363
H 2.4084 1.0921 -1.9370 0.248
H -1.1863 -0.1395 -2.2953 0.229
H -0.2583 3.5793 1.0670 0.278
H -0.0971 -1.5152 2.1495 0.303
C -0.4556 -0.5659 1.7280 -0.492
O 1.3765 -2.3926 0.2431 -0.656
H 2.5908 0.2206 -0.3471 0.403
C -1.7388 -0.7774 -1.4482 -0.454
H -2.0572 -0.1243 -0.7249 0.209
N 0.2936 0.2338 0.8739 0.009
H -2.2157 -0.6002 2.8371 0.349
C -0.0798 1.6263 0.9846 0.444
P 0.6461 -1.3051 -0.3910 1.125
S -1.7245 1.6343 1.9112 -0.238
```

(4)
Here is the molecule C4H9NO from the Open Molecules 2025 dataset. Energies are from ωB97M-V/def2-TZVPD.

## Properties
ΔE to the lowest compared entry with this formula, charge and spin in eV: 0.6999
Orbital gap in eV: 10.07
HOMO in hartree: -0.3383
Structure (SMILES): CC(=O)N(C)C
DFT total energy in Eh: -287.80673
Maximum force in eV/A: 0.873
LUMO in eV: 0.861

Structure (XYZ):
```
15
Properties=species:S:1:pos:R:3:mulliken_charge:R:1
H 1.9925 -1.0557 0.0598 0.315
H -0.1178 -0.7989 -1.9744 0.273
H -1.9381 1.1163 0.9549 0.341
C 0.1558 -0.2348 1.0285 0.814
H -2.3915 0.5586 -0.6742 0.334
H 1.2883 0.0997 -1.3397 0.392
H -0.0064 0.9802 -2.0542 0.341
C 1.4062 -1.0740 0.9699 -1.033
C 0.2031 0.1005 -1.4508 -1.028
H 2.0106 -0.8233 1.8250 0.313
H 1.1480 -2.1190 1.1695 0.247
H -1.3741 2.0287 -0.4210 0.361
O -0.3659 -0.0227 2.1137 -0.660
N -0.3939 0.2256 -0.1304 0.055
C -1.6169 1.0189 -0.0765 -1.066
```